A 16-piece molecular cluster, C86H220N16O27 overall at a distorted geometry, computed with ωB97M-V with the def2-TZVPD basis set.

Geometry (Å):
1 C 13.936 -9.634 5.066
2 C 13.971 -8.239 5.643
3 C 12.981 -7.203 4.963
4 O 13.187 -6.914 3.536
5 C 12.613 -7.829 2.653
6 N 13.857 -8.264 7.058
7 H 14.382 -9.687 4.073
8 H 12.902 -9.937 4.899
9 H 14.367 -10.381 5.732
10 H 14.959 -7.820 5.452
11 H 13.171 -6.255 5.466
12 H 11.973 -7.540 5.205
13 H 11.572 -8.052 2.884
14 H 13.166 -8.734 2.403
15 H 12.657 -7.227 1.745
16 H 13.739 -7.310 7.367
17 H 12.971 -8.681 7.306
18 C 9.147 -16.998 8.846
19 C 7.699 -16.541 8.432
20 C 6.824 -16.149 9.691
21 O 6.749 -17.299 10.550
22 C 6.058 -17.057 11.798
23 N 7.741 -15.419 7.438
24 H 9.881 -16.852 8.054
25 H 9.210 -18.027 9.200
26 H 9.392 -16.433 9.746
27 H 7.199 -17.363 7.920
28 H 5.861 -15.755 9.369
29 H 7.311 -15.383 10.294
30 H 6.669 -16.498 12.507
31 H 5.812 -17.980 12.323
32 H 5.115 -16.533 11.636
33 H 8.363 -15.745 6.712
34 H 8.103 -14.575 7.859
35 C 10.187 -16.734 4.573
36 C 10.647 -15.853 3.412
37 C 9.873 -14.526 3.329
38 O 8.515 -14.914 2.932
39 C 7.702 -13.878 2.331
40 N 12.099 -15.589 3.408
41 H 10.685 -17.669 4.317
42 H 9.115 -16.935 4.564
43 H 10.462 -16.257 5.513
44 H 10.433 -16.291 2.437
45 H 10.374 -13.810 2.677
46 H 9.877 -13.950 4.255
47 H 8.062 -13.728 1.313
48 H 7.741 -12.978 2.943
49 H 6.673 -14.233 2.272
50 H 12.323 -14.909 2.696
51 H 12.692 -16.384 3.215
52 C 5.931 -16.641 4.690
53 C 4.970 -15.475 4.966
54 C 3.777 -15.836 5.892
55 O 3.092 -17.052 5.391
56 C 2.433 -16.832 4.165
57 N 5.893 -14.400 5.307
58 H 5.411 -17.468 4.207
59 H 6.335 -16.985 5.642
60 H 6.836 -16.433 4.119
61 H 4.513 -15.053 4.070
62 H 2.980 -15.092 5.890
63 H 4.098 -16.061 6.909
64 H 1.771 -17.626 3.819
65 H 3.179 -16.712 3.380
66 H 1.912 -15.878 4.237
67 H 6.634 -14.366 4.621
68 H 6.309 -14.647 6.194
69 C 13.415 -12.495 1.403
70 C 12.788 -13.558 0.537
71 C 13.006 -13.243 -0.981
72 O 12.214 -14.044 -1.806
73 C 10.972 -13.462 -2.078
74 N 13.467 -14.818 0.886
75 H 14.431 -12.258 1.087
76 H 13.416 -12.706 2.473
77 H 12.938 -11.523 1.274
78 H 11.718 -13.563 0.746
79 H 14.076 -13.368 -1.150
80 H 12.892 -12.162 -1.059
81 H 10.251 -14.208 -2.409
82 H 11.155 -12.831 -2.948
83 H 10.605 -12.914 -1.209
84 H 13.018 -15.557 0.364
85 H 14.423 -14.974 0.600
86 C 2.473 -16.579 13.331
87 O 3.327 -16.044 14.338
88 C 3.584 -14.680 14.119
89 C 4.426 -14.118 15.293
90 N 5.775 -14.625 15.316
91 C 6.545 -13.947 16.421
92 C 7.873 -14.743 16.742
93 O 8.930 -13.750 16.753
94 C 10.197 -14.327 16.830
95 H 2.472 -17.669 13.334
96 H 2.859 -16.289 12.354
97 H 1.512 -16.069 13.393
98 H 2.670 -14.142 13.868
99 H 4.213 -14.577 13.234
100 H 3.876 -14.269 16.222
101 H 4.284 -13.049 15.136
102 H 5.771 -15.633 15.383
103 H 5.980 -13.998 17.352
104 H 6.870 -12.939 16.163
105 H 8.028 -15.442 15.920
106 H 7.851 -15.244 17.710
107 H 10.899 -13.493 16.842
108 H 10.414 -15.034 16.029
109 H 10.366 -14.807 17.793
110 C 9.228 -11.146 4.645
111 O 9.546 -10.764 5.995
112 C 9.858 -9.379 6.136
113 C 10.231 -8.974 7.603
114 N 11.451 -9.781 7.957
115 C 11.893 -9.886 9.344
116 C 11.953 -8.457 9.960
117 O 10.705 -7.743 10.069
118 C 9.756 -8.335 10.874
119 H 8.485 -10.533 4.134
120 H 8.703 -12.085 4.819
121 H 10.186 -11.217 4.129
122 H 8.945 -8.841 5.883
123 H 10.673 -9.124 5.459
124 H 9.418 -9.333 8.234
125 H 10.212 -7.891 7.728
126 H 11.340 -10.759 7.730
127 H 12.742 -10.565 9.434
128 H 11.062 -10.360 9.866
129 H 12.550 -7.746 9.389
130 H 12.381 -8.662 10.941
131 H 9.511 -9.283 10.396
132 H 8.861 -7.714 10.900
133 H 10.051 -8.536 11.904
134 C 17.868 -11.704 1.475
135 O 17.869 -12.356 2.691
136 C 16.653 -12.582 3.288
137 C 16.857 -13.542 4.529
138 N 17.613 -12.936 5.625
139 C 16.910 -11.808 6.215
140 C 17.903 -10.987 7.047
141 O 18.896 -10.477 6.185
142 C 20.101 -9.970 6.790
143 H 17.506 -10.677 1.502
144 H 17.293 -12.259 0.733
145 H 18.901 -11.648 1.133
146 H 15.927 -13.044 2.618
147 H 16.244 -11.583 3.441
148 H 17.266 -14.503 4.216
149 H 15.905 -13.836 4.972
150 H 18.507 -12.611 5.286
151 H 16.027 -12.105 6.780
152 H 16.523 -11.133 5.452
153 H 18.493 -11.592 7.736
154 H 17.418 -10.194 7.617
155 H 20.720 -9.853 5.901
156 H 20.412 -10.803 7.420
157 H 20.074 -9.043 7.364
158 C 13.078 -13.069 6.241
159 O 11.973 -12.813 7.104
160 C 11.571 -13.924 7.876
161 C 10.542 -13.480 8.899
162 N 9.335 -13.002 8.196
163 C 8.319 -12.469 9.100
164 C 7.275 -11.715 8.245
165 O 6.506 -10.960 9.102
166 C 5.544 -11.679 9.858
167 H 12.944 -12.210 5.584
168 H 13.056 -14.035 5.736
169 H 14.017 -12.929 6.778
170 H 12.410 -14.418 8.365
171 H 11.262 -14.672 7.146
172 H 11.011 -12.690 9.486
173 H 10.290 -14.310 9.559
174 H 9.635 -12.309 7.526
175 H 8.827 -11.763 9.758
176 H 7.791 -13.229 9.675
177 H 6.627 -12.398 7.696
178 H 7.734 -11.001 7.561
179 H 5.937 -12.485 10.477
180 H 4.744 -12.119 9.262
181 H 5.115 -10.965 10.560
182 C 15.645 -10.466 9.922
183 O 17.058 -10.830 10.128
184 C 17.435 -11.784 11.115
185 C 18.920 -12.045 10.810
186 N 19.608 -10.765 11.031
187 C 20.955 -10.807 10.524
188 C 21.653 -9.439 10.441
189 O 20.959 -8.482 9.596
190 C 21.779 -7.294 9.319
191 H 15.149 -10.351 10.886
192 H 15.216 -11.249 9.296
193 H 15.603 -9.552 9.329
194 H 16.833 -12.684 10.994
195 H 17.320 -11.340 12.103
196 H 19.053 -12.423 9.796
197 H 19.324 -12.771 11.515
198 H 19.059 -10.143 10.455
199 H 21.031 -11.452 9.649
200 H 21.573 -11.298 11.276
201 H 22.657 -9.647 10.072
202 H 21.911 -8.996 11.403
203 H 22.858 -7.451 9.312
204 H 21.516 -6.600 10.118
205 H 21.556 -6.821 8.363
206 C 13.261 -14.278 18.737
207 O 13.020 -14.846 17.375
208 C 14.056 -14.445 16.491
209 C 13.545 -14.748 15.062
210 N 14.489 -14.458 13.984
211 C 14.617 -13.008 13.708
212 C 13.387 -12.432 12.982
213 O 13.351 -11.012 13.160
214 C 12.029 -10.522 13.206
215 H 12.972 -13.239 18.891
216 H 14.272 -14.359 19.134
217 H 12.667 -14.833 19.463
218 H 14.990 -14.957 16.724
219 H 14.164 -13.364 16.587
220 H 12.566 -14.283 14.947
221 H 13.364 -15.823 15.076
222 H 15.413 -14.719 14.298
223 H 15.527 -12.956 13.110
224 H 14.960 -12.540 14.631
225 H 12.463 -12.959 13.218
226 H 13.504 -12.507 11.901
227 H 11.449 -10.858 14.066
228 H 11.512 -10.668 12.257
229 H 12.205 -9.456 13.351
230 C 10.362 -6.542 15.137
231 O 9.552 -7.502 14.446
232 C 8.275 -7.730 15.023
233 C 7.458 -8.741 14.245
234 N 7.953 -10.104 14.364
235 C 7.266 -10.937 13.396
236 C 7.939 -12.288 13.406
237 O 9.061 -12.334 12.568
238 C 9.716 -13.563 12.694
239 H 11.400 -6.571 14.807
240 H 10.329 -6.713 16.213
241 H 9.973 -5.548 14.917
242 H 7.681 -6.822 15.121
243 H 8.384 -8.101 16.042
244 H 7.379 -8.490 13.187
245 H 6.439 -8.780 14.627
246 H 8.948 -10.146 14.196
247 H 7.310 -10.636 12.349
248 H 6.240 -11.177 13.677
249 H 7.133 -12.882 12.975
250 H 8.176 -12.722 14.377
251 H 9.027 -14.394 12.548
252 H 10.248 -13.662 13.640
253 H 10.383 -13.631 11.834
254 C 16.091 -14.893 8.577
255 O 14.767 -15.178 9.024
256 C 14.601 -15.018 10.363
257 C 13.457 -15.837 10.976
258 N 13.809 -17.279 10.716
259 C 12.673 -18.207 10.892
260 C 11.897 -18.078 12.199
261 O 10.966 -16.987 12.089
262 C 10.258 -16.750 13.334
263 H 16.639 -14.071 9.039
264 H 15.974 -14.517 7.561
265 H 16.748 -15.760 8.519
266 H 14.373 -13.960 10.490
267 H 15.473 -15.327 10.940
268 H 12.497 -15.568 10.536
269 H 13.326 -15.547 12.019
270 H 14.269 -17.399 9.825
271 H 13.100 -19.209 10.858
272 H 12.006 -18.033 10.047
273 H 12.517 -17.923 13.082
274 H 11.425 -19.053 12.316
275 H 9.383 -16.101 13.305
276 H 10.942 -16.361 14.088
277 H 9.910 -17.718 13.694
278 C 19.820 -16.827 8.797
279 O 18.857 -16.903 7.773
280 C 19.314 -16.556 6.473
281 C 18.101 -16.772 5.613
282 N 17.753 -18.206 5.520
283 C 16.575 -18.426 4.682
284 C 15.259 -17.749 5.236
285 O 15.054 -17.955 6.568
286 C 13.766 -17.537 7.134
287 H 20.395 -15.908 8.913
288 H 20.624 -17.501 8.502
289 H 19.457 -17.237 9.740
290 H 20.147 -17.164 6.122
291 H 19.551 -15.493 6.427
292 H 18.339 -16.428 4.606
293 H 17.277 -16.130 5.923
294 H 17.564 -18.484 6.473
295 H 16.449 -19.507 4.614
296 H 16.842 -17.950 3.739
297 H 14.390 -18.116 4.690
298 H 15.236 -16.707 4.917
299 H 12.897 -18.029 6.697
300 H 13.814 -16.451 7.047
301 H 13.679 -17.694 8.209
302 C 2.420 -10.578 5.850
303 O 3.368 -9.676 5.309
304 C 4.707 -10.032 5.647
305 C 5.682 -8.832 5.507
306 N 5.267 -7.731 6.269
307 C 5.515 -7.988 7.667
308 C 5.663 -6.652 8.521
309 O 4.508 -5.846 8.462
310 C 4.742 -4.600 9.180
311 H 2.604 -11.606 5.537
312 H 1.392 -10.301 5.617
313 H 2.474 -10.587 6.939
314 H 5.009 -10.876 5.027
315 H 4.800 -10.393 6.672
316 H 5.690 -8.478 4.476
317 H 6.706 -9.130 5.733
318 H 4.268 -7.596 6.213
319 H 6.469 -8.515 7.667
320 H 4.761 -8.590 8.173
321 H 6.529 -6.120 8.125
322 H 5.957 -6.969 9.522
323 H 5.617 -4.059 8.822
324 H 4.672 -4.742 10.259
325 H 3.888 -3.977 8.916
326 C 2.305 -13.875 8.619
327 O 1.938 -12.868 9.434
328 C 1.060 -13.331 10.469
329 C 0.944 -12.300 11.600
330 N 2.301 -12.052 12.178
331 C 2.362 -11.122 13.330
332 C 1.962 -9.613 12.876
333 O 3.018 -8.988 12.179
334 C 2.707 -7.654 11.816
335 H 1.467 -14.293 8.061
336 H 2.895 -14.657 9.096
337 H 2.987 -13.391 7.920
338 H 1.441 -14.238 10.940
339 H 0.110 -13.618 10.018
340 H 0.234 -12.592 12.374
341 H 0.472 -11.369 11.286
342 H 2.862 -11.636 11.448
343 H 3.362 -11.095 13.761
344 H 1.657 -11.442 14.097
345 H 1.664 -9.016 13.738
346 H 1.045 -9.617 12.286
347 H 2.808 -7.089 12.743
348 H 1.713 -7.541 11.383
349 H 3.336 -7.205 11.048

Force components x, y, z for each atom (eV/Å):
C -0.75 -0.24 -0.46
C 0.90 1.08 -1.86
C 1.23 -0.58 -0.34
O 0.05 -0.77 2.68
C -0.06 0.97 -1.32
N -0.57 0.41 0.96
H 0.32 0.02 0.11
H -0.31 -0.14 0.15
H 0.21 0.23 -0.02
H 0.26 -0.01 -0.31
H -0.15 0.09 -0.08
H -0.37 0.14 -0.42
H -0.11 -0.14 0.15
H 0.23 -0.24 0.63
H -0.50 -0.36 -0.48
H 0.37 0.40 0.31
H -0.38 -0.73 0.18
C -1.20 0.21 0.72
C 0.39 0.42 0.32
C 1.28 -0.93 -0.26
O -0.87 0.05 0.35
C 0.31 0.05 -0.63
N -0.91 -1.36 1.29
H -0.07 0.15 -0.01
H -0.28 -0.17 -0.25
H 0.52 0.29 -0.12
H -0.15 -0.13 0.14
H -0.34 -0.25 0.00
H 0.29 0.51 -0.21
H 0.18 0.42 -0.13
H 0.19 -0.34 -0.54
H -0.04 0.20 -0.09
H 0.20 0.43 -0.20
H 0.65 0.14 -0.20
C 0.36 0.13 -1.25
C 0.12 0.98 -0.80
C -0.72 -0.46 0.19
O 0.55 0.92 0.14
C 0.99 -0.83 0.40
N -0.49 0.67 1.23
H 0.11 -0.33 1.02
H -0.02 0.20 -0.16
H 0.29 -0.38 0.09
H -0.59 -0.62 0.07
H -0.22 -0.17 -0.95
H -0.33 -0.37 0.58
H 0.00 0.44 -0.06
H -0.06 0.21 -0.22
H 0.08 -0.14 0.17
H 0.15 -0.15 -0.06
H -0.32 -0.26 0.00
C -1.09 -1.35 0.01
C 1.13 0.19 -1.40
C -0.05 -1.16 -1.01
O 0.62 0.25 0.83
C 0.87 0.92 -0.29
N -1.24 1.53 1.62
H 0.12 -0.33 0.07
H -0.26 -0.18 0.25
H -0.38 0.64 -0.36
H -0.20 -0.70 -0.51
H 0.35 0.56 0.15
H -0.04 -0.11 -0.01
H 0.00 -0.19 0.78
H 0.05 0.02 -0.32
H -0.51 0.06 -0.23
H -0.03 -0.15 0.02
H 0.55 0.11 0.20
C 0.13 1.37 -0.19
C 1.94 0.08 -0.79
C 0.25 0.53 1.95
O 0.76 -0.58 0.34
C 0.05 0.21 -0.81
N -1.37 -1.14 -0.01
H 0.32 -0.43 0.06
H -0.01 -0.30 -0.08
H -0.47 0.05 0.03
H -0.06 -0.69 0.05
H -0.01 -0.56 -0.42
H -0.69 0.25 -0.74
H 0.12 -0.21 0.35
H -0.51 0.66 0.11
H -0.27 0.14 -0.13
H -0.48 -0.34 0.06
H 0.39 1.16 -0.07
C 0.80 0.93 -0.24
O -0.28 -0.93 0.03
C 1.20 -0.25 0.32
C -2.11 -0.22 -1.03
N 0.73 1.81 0.50
C 0.83 -2.51 0.02
C -0.28 1.98 -0.79
O -1.18 -0.83 -0.31
C 0.52 0.63 0.74
H -0.32 0.18 0.52
H 0.21 0.00 -0.35
H -0.48 -0.53 0.18
H -0.19 0.30 0.52
H 0.16 0.04 -0.40
H -0.09 -0.41 0.39
H 1.09 0.39 0.00
H -0.02 -0.03 0.33
H -0.38 0.60 0.04
H -0.46 0.00 -0.09
H 0.27 -0.31 0.00
H -0.09 -0.18 -0.02
H 0.12 -0.11 -0.42
H 0.01 -0.03 -0.18
H -0.13 -0.44 0.11
C 0.06 -0.36 1.64
O -0.13 0.61 0.11
C -0.25 0.30 0.85
C -0.19 -2.97 -0.75
N 0.57 0.62 -0.57
C -2.46 2.08 -0.30
C 0.31 -0.61 0.34
O 1.54 0.26 -0.30
C -0.94 -1.03 0.01
H 0.24 0.66 0.07
H 0.46 -0.36 -0.48
H -0.27 -0.24 -0.57
H 0.05 0.47 -0.28
H 0.04 0.12 -0.12
H -0.50 0.07 0.12
H 0.91 -0.15 -0.15
H -0.47 -0.01 -1.13
H 0.37 0.62 0.01
H 0.04 -0.45 0.69
H 0.36 -0.41 0.06
H 0.13 0.70 0.41
H -0.64 -0.29 0.41
H 0.08 0.10 -0.11
H 0.37 0.16 0.18
C 0.30 0.16 -0.71
O 1.79 -0.78 0.29
C -0.90 -0.71 0.65
C -0.38 1.41 -0.13
N -0.28 -0.66 -0.15
C 0.97 0.72 0.02
C 0.50 -0.17 0.21
O -0.29 1.25 -0.81
C -0.87 -1.34 -0.93
H -0.33 0.20 0.30
H -0.20 -0.08 -0.23
H 0.00 -0.10 0.00
H 0.03 -0.45 -0.38
H -0.53 0.04 0.97
H 0.47 0.31 -0.27
H -0.48 0.24 -0.25
H 0.13 0.13 -0.08
H 0.21 -0.30 0.37
H -0.03 0.26 -0.18
H -0.58 -0.54 0.56
H -0.17 0.07 -0.02
H 0.49 0.06 0.41
H 0.78 0.24 0.29
H -0.60 -0.03 0.01
C -0.61 1.33 0.33
O 0.08 -0.15 0.55
C 0.42 -0.53 -0.14
C -0.46 -0.17 -1.36
N 0.46 -1.02 0.75
C 0.53 0.86 -1.72
C 0.62 -0.63 0.58
O -1.55 0.86 1.16
C -0.01 0.42 0.36
H 0.62 -0.41 -0.71
H -0.27 -0.04 -0.10
H 0.15 -0.25 0.15
H 0.41 0.31 0.35
H -0.87 -0.33 0.14
H 0.06 0.23 0.38
H -0.03 -0.06 0.03
H -0.21 0.30 -0.17
H -0.46 0.24 0.58
H 0.40 -0.24 0.10
H 0.14 -0.33 -0.39
H 0.21 -0.25 -0.11
H 0.48 -0.14 -0.04
H -0.07 0.11 -0.41
H -0.15 0.10 -0.12
C 1.72 -0.95 0.29
O -0.95 0.96 -0.59
C 0.06 0.24 -1.10
C -0.43 0.58 1.37
N -0.53 -0.34 -0.56
C 0.56 0.72 1.12
C -0.06 0.15 -1.06
O 1.62 -0.05 -0.31
C -0.96 -0.50 0.92
H -0.23 -0.02 -0.04
H -0.43 -0.20 0.21
H 0.22 0.08 0.23
H -0.07 -0.26 0.21
H -0.02 -0.18 0.25
H -0.10 -0.12 -0.24
H -0.03 -0.24 0.01
H 0.08 0.64 -0.04
H 0.20 0.41 -0.65
H 0.12 -0.38 0.17
H 0.15 -0.01 -0.71
H -0.83 0.02 0.48
H 0.01 -0.52 0.22
H 0.32 0.33 -0.05
H -0.53 -0.42 -0.04
C -0.66 -0.95 -0.38
O 0.90 0.94 2.48
C -1.15 0.62 -0.66
C 0.71 -0.92 0.92
N -0.72 0.66 0.07
C 0.54 -0.98 -0.10
C 1.27 0.76 -0.45
O -0.44 -0.97 0.85
C 0.79 1.26 -0.03
H -0.14 0.23 -0.82
H 0.40 -0.26 -0.72
H -0.26 -0.28 -0.39
H 0.19 -0.05 -0.07
H 0.45 0.19 0.08
H 0.17 0.25 -0.26
H -0.16 -0.19 -0.24
H 0.08 -0.52 -0.06
H -0.21 0.31 -0.55
H -0.88 0.92 0.12
H -0.08 0.24 0.49
H 0.14 -0.78 -0.17
H -0.07 -0.47 -0.03
H -0.29 -0.23 0.03
H -0.50 0.20 -0.10
C -0.90 -0.17 -0.20
O 0.37 -0.15 -0.11
C -0.17 0.00 0.29
C 0.46 -0.26 0.06
N -0.62 0.60 -0.20
C 1.56 -1.40 1.04
C -1.34 -0.63 -0.67
O 0.37 0.49 0.06
C 0.04 -0.01 -1.11
H -0.19 -0.38 -0.22
H 0.02 -0.03 0.14
H 0.00 0.23 0.15
H 0.11 0.46 -0.26
H 0.19 -0.19 0.26
H 0.07 0.54 -0.25
H -0.12 0.39 0.16
H 0.18 0.08 -0.17
H -0.18 0.62 -0.21
H -0.22 0.67 0.17
H 0.14 -1.03 -0.19
H -0.04 0.40 0.33
H -0.30 -0.01 0.26
H 0.06 -0.08 0.18
H 0.44 0.00 0.23
C -0.16 0.22 -1.42
O 0.90 -0.78 -1.74
C -0.99 0.53 2.42
C 0.66 -0.84 -1.81
N -0.81 0.95 2.11
C 1.21 0.91 -0.18
C -0.10 0.57 -0.61
O -0.79 0.16 0.74
C 0.79 -1.26 -0.19
H -0.39 0.09 0.84
H 0.02 -0.22 -0.30
H -0.17 -0.23 0.30
H 0.18 0.36 0.76
H 0.43 0.25 0.00
H -0.25 -0.02 -0.51
H 0.54 -0.52 0.16
H -0.17 0.24 0.10
H -0.21 -0.14 -0.15
H -0.67 -0.44 0.04
H 0.43 0.06 -0.05
H -0.68 0.06 0.25
H 0.33 -0.03 -0.81
H 0.20 0.16 0.07
H -0.16 -0.14 0.20
C 1.28 -1.28 -0.72
O 0.07 0.44 0.73
C -1.12 0.26 0.36
C 0.09 -0.68 -1.15
N 0.13 1.02 0.29
C -0.33 0.61 1.58
C -0.25 -0.15 -2.19
O -0.52 -0.83 2.65
C 1.45 0.68 -0.69
H -0.79 0.75 0.06
H 0.32 -0.49 0.08
H -0.43 0.46 -0.13
H 0.17 -0.17 0.21
H 0.35 0.17 0.11
H 0.16 -0.04 -0.28
H -0.11 0.02 0.47
H -0.17 -0.35 0.15
H -0.17 0.07 -0.34
H -0.46 -0.36 -0.36
H -0.15 -0.61 -0.45
H 0.35 0.72 0.48
H 0.13 0.14 -0.58
H -0.88 0.14 -0.27
H 0.69 -0.52 -0.28
C 0.24 -0.10 0.52
O 0.08 0.26 0.25
C 0.67 -0.26 -0.26
C -1.36 -1.14 -2.07
N -0.29 1.33 1.78
C 0.39 1.98 1.32
C 0.54 -1.71 -1.34
O 0.76 0.70 0.90
C -1.56 -0.56 -1.06
H 0.03 -0.14 -0.31
H 0.25 0.27 -0.45
H 0.14 0.06 0.31
H 0.19 -0.12 -0.24
H -0.38 -0.01 0.36
H 0.03 -0.37 -0.40
H -0.04 -0.12 0.24
H -0.14 0.15 -0.74
H 0.06 -0.01 0.78
H -0.11 -0.33 -0.04
H 0.07 0.30 -0.23
H -0.37 0.11 0.51
H 0.35 -0.36 0.26
H 0.59 -0.12 0.09
H -0.06 0.05 -0.01
C 1.33 -0.56 -1.96
O -1.28 1.31 2.76
C 0.14 0.47 0.49
C 0.69 0.72 0.00
N -0.52 -0.08 0.46
C -1.09 1.77 -1.78
C 0.24 -1.15 0.95
O 0.15 -0.57 -0.78
C -0.15 0.19 0.49
H -0.16 -0.31 -0.06
H -0.16 -0.34 0.34
H 0.04 -0.30 -0.47
H 0.44 -0.22 -0.12
H -0.36 0.28 0.04
H 0.29 -0.76 0.20
H 0.13 0.21 -0.70
H 0.16 -0.11 -0.26
H 0.05 -0.08 -0.14
H -0.04 -0.02 0.02
H 0.32 0.12 0.53
H -0.02 -0.29 -0.45
H -0.29 0.58 -0.11
H -0.40 -0.23 0.30
H 0.65 -0.63 0.14

**Maximum force**: 3.31 eV/Å
**ΔE to the lowest compared entry with this formula, charge and spin**: 94.6 kcal per mole